No. 1
A cluster of 2 separate species, C2H5Cl2N in total at a distorted geometry, computed with ωB97M-V with the def2-TZVPD basis set.

Calculated values
Kohn-Sham gap = 9.1 eV
Energy above the lowest of the compared OMol25 structures with the same formula, charge and spin = 74.2 kJ/mol
SMILES = C=C(N)Cl.Cl
Highest occupied orbital energy = -8.401 eV
Charge = 0

Each line ends with the Löwdin charge.
Geometry (Å):
C (-0.21684, 0.29808, 0.69102)  -0.1128
C (0.58045, -0.32989, -0.17474)  -0.9194
N (1.46255, 0.23829, -1.09247)  0.0254
Cl (0.81814, -1.98369, 0.12152)  0.6675
H (-0.22959, 1.36373, 0.68558)  0.0459
H (-0.93981, -0.38013, 1.27036)  0.0096
H (2.26275, -0.19062, -1.57772)  0.0990
H (1.01596, 0.97615, -1.58720)  0.0731
Cl (-2.92338, -1.36527, 0.12007)  0.2812
H (-4.16000, -1.01375, 0.53991)  -0.1695

Atoms 1-6, force components in eV/Å:
-1.07 -1.55 -0.01
1.33 0.58 0.77
-0.12 0.12 -0.14
0.22 -1.67 -0.36
-0.38 0.57 0.19
1.44 1.76 -0.71

=====

No. 2
A structure of composition C2H5Cl3O2SSi at a distorted geometry, computed with ωB97M-V with the def2-TZVPD basis set.

Calculated values
Kohn-Sham gap = 8.9 eV
Energy above the lowest of the compared OMol25 structures with the same formula, charge and spin = 644.6 kJ/mol
Highest occupied orbital energy = -9.234 eV
Charge = 0

Each line ends with the Löwdin charge.
Geometry (Å):
C (-0.28071, -0.17884, -1.52458)  -0.4924
C (-0.23908, 0.96778, 1.34866)  -1.1645
O (3.12748, -1.22303, 0.19565)  -0.4295
O (0.84134, -0.64853, -1.15698)  -0.4267
Si (-1.32934, 0.99479, -0.19733)  0.6764
S (1.73547, -1.18769, 0.41619)  0.4881
Cl (-0.26163, -0.57191, 2.26233)  0.5156
Cl (1.50262, 1.32750, 0.99702)  0.5622
Cl (1.20465, -3.21799, 0.72539)  0.1735
H (-0.16684, 0.11077, -2.58921)  0.0970
H (-1.11310, -0.86414, -1.73012)  0.0535
H (-0.59427, 1.81724, 1.96559)  0.0276
H (-1.87533, 2.43900, -0.55270)  -0.0264
H (-2.55127, 0.23505, -0.15991)  -0.0545

Atoms 1-6, force components in eV/Å:
-6.10 2.85 -1.35
0.10 0.69 0.77
0.84 0.09 -1.31
7.37 -3.49 2.56
0.82 0.35 -2.74
-2.02 -0.56 -0.53

=====

Q: The highest Kohn-Sham gap belongs to which entry?
A: C2H5Cl2N

=====

Copy entry 2 word for word.
A structure of composition C2H5Cl3O2SSi at a distorted geometry, computed with ωB97M-V with the def2-TZVPD basis set.

Calculated values
Kohn-Sham gap = 8.9 eV
Energy above the lowest of the compared OMol25 structures with the same formula, charge and spin = 644.6 kJ/mol
Highest occupied orbital energy = -9.234 eV
Charge = 0

Each line ends with the Löwdin charge.
Geometry (Å):
C (-0.28071, -0.17884, -1.52458)  -0.4924
C (-0.23908, 0.96778, 1.34866)  -1.1645
O (3.12748, -1.22303, 0.19565)  -0.4295
O (0.84134, -0.64853, -1.15698)  -0.4267
Si (-1.32934, 0.99479, -0.19733)  0.6764
S (1.73547, -1.18769, 0.41619)  0.4881
Cl (-0.26163, -0.57191, 2.26233)  0.5156
Cl (1.50262, 1.32750, 0.99702)  0.5622
Cl (1.20465, -3.21799, 0.72539)  0.1735
H (-0.16684, 0.11077, -2.58921)  0.0970
H (-1.11310, -0.86414, -1.73012)  0.0535
H (-0.59427, 1.81724, 1.96559)  0.0276
H (-1.87533, 2.43900, -0.55270)  -0.0264
H (-2.55127, 0.23505, -0.15991)  -0.0545

Atoms 1-6, force components in eV/Å:
-6.10 2.85 -1.35
0.10 0.69 0.77
0.84 0.09 -1.31
7.37 -3.49 2.56
0.82 0.35 -2.74
-2.02 -0.56 -0.53